Arrangement w

C2BrClFIO as an isolated structure. Source: the OMol25 dataset; level of theory: ωB97M-V/def2-TZVPD.

Its LUMO energy (spin up / spin down) is -0.601 / -0.604 eV.

```
! wB97M-V def2-TZVPD RIJCOSX def2/J DEFGRID3
* xyz 0 1
C 1.30 0.35 0.52
C -0.74 -0.12 -0.62
O 2.17 0.57 -0.24
F -0.59 -0.11 -1.98
Cl 0.95 0.05 2.01
Br -0.86 -1.90 0.11
I -2.24 1.17 0.21
*
```

Atom charges from the Löwdin analysis, given in e for atoms 1 to 2:
1 C -0.87
2 C -1.26



Arrangement x

A 2-piece molecular cluster, C2BrClFIO overall. Source: the OMol25 dataset; level of theory: ωB97M-V/def2-TZVPD.

Its LUMO energy is -1.628 eV.

```
! wB97M-V def2-TZVPD RIJCOSX def2/J DEFGRID3
* xyz 0 1
O 0.22 -1.24 -1.64
C -0.64 -0.77 -0.99
C -1.57 -0.20 -0.27
F -2.82 0.12 -0.76
Br -0.96 0.04 1.54
Cl 2.44 1.98 0.57
I 3.32 0.06 1.55
*
```

Atom charges from the Löwdin analysis, given in e for atoms 1 to 2:
1 O 0.18
2 C -0.24



Ordering by calculated energy gives the sequence arrangement x, arrangement w, with the first entry being the most stable.



Arrangement w

One molecule with the formula C3H6NP. Source: the OMol25 dataset; level of theory: ωB97M-V/def2-TZVPD.

Its LUMO energy is 0.731 eV.

```
! wB97M-V def2-TZVPD RIJCOSX def2/J DEFGRID3
* xyz 0 1
C -0.21 0.93 0.17
P -0.34 -0.06 -1.36
C 0.19 -1.81 -0.57
C 1.39 -2.42 -1.13
N 2.16 -3.08 -1.67
H -0.91 0.86 1.04
H -0.44 1.84 -0.31
H 0.80 0.82 0.53
H 0.85 0.57 -2.03
H -0.64 -2.53 -0.70
H 0.52 -1.53 0.57
*
```

Atom charges from the Löwdin analysis, given in e for atoms 1 to 2:
1 C -0.42
2 P 0.81



Arrangement x

A 2-piece molecular cluster, C3H6NP overall. Source: the OMol25 dataset; level of theory: ωB97M-V/def2-TZVPD.

Its LUMO energy is 0.243 eV.

```
! wB97M-V def2-TZVPD RIJCOSX def2/J DEFGRID3
* xyz 0 1
C -1.35 1.27 -0.12
C -2.55 0.81 -0.25
N -3.57 0.14 -0.33
H -0.90 1.05 0.84
H -0.98 1.99 -0.77
H -4.55 0.39 -0.06
C 3.25 -1.43 0.01
P 2.54 0.01 0.43
H 4.30 -1.46 0.17
H 2.73 -2.43 -0.21
H 1.09 -0.35 0.30
*
```

Atom charges from the Löwdin analysis, given in e for atoms 1 to 2:
1 C -0.03
2 C -0.29



Arrangement y

A 2-piece molecular cluster, C3H6NP overall. Source: the OMol25 dataset; level of theory: ωB97M-V/def2-TZVPD.

Its LUMO energy is -1.228 eV.

```
! wB97M-V def2-TZVPD RIJCOSX def2/J DEFGRID3
* xyz 0 1
H -0.53 -3.81 -2.18
P 0.48 -3.15 -1.27
N 0.23 -1.65 -1.53
C 0.98 -0.66 -1.10
C 1.51 0.44 -0.87
H 2.16 1.02 -0.30
C -0.92 1.51 1.46
H -0.87 0.51 1.18
H -1.87 1.90 1.36
H -0.77 1.76 2.46
H -0.41 2.13 0.78
*
```

Atom charges from the Löwdin analysis, given in e for atoms 1 to 2:
1 H -0.12
2 P 0.81



Ordering by calculated energy gives the sequence arrangement w, arrangement x, arrangement y, with the first entry being the most stable.



Arrangement w

C7H17NO as an isolated structure. Source: the OMol25 dataset; level of theory: ωB97M-V/def2-TZVPD.

Its LUMO energy is 0.640 eV.

```
! wB97M-V def2-TZVPD RIJCOSX def2/J DEFGRID3
* xyz 0 1
C 0.92 0.25 0.75
C 1.72 -0.84 0.02
C 0.54 -0.20 2.17
C 1.76 1.53 0.81
N -0.32 0.60 -0.02
H -0.67 1.49 0.32
H -0.54 0.80 -1.29
H 2.69 -0.95 0.50
H 1.88 -0.56 -1.02
H 1.22 -1.80 0.06
H 1.44 -0.41 2.75
H 1.22 2.33 1.34
H -0.06 -1.11 2.15
H -0.03 0.57 2.68
H 2.01 1.88 -0.19
H 2.69 1.35 1.36
C -1.38 -1.69 -0.51
C -1.55 0.70 -2.36
C -1.59 -0.26 -0.08
O -2.58 0.16 0.47
H -0.63 -1.80 -1.28
H -1.10 -2.30 0.36
H -2.36 -0.01 -2.54
H -0.94 0.69 -3.26
H -2.03 1.68 -2.28
H -2.34 -2.06 -0.89
*
```

Atom charges from the Löwdin analysis, given in e for atoms 1 to 2:
1 C -0.59
2 C -0.04



Arrangement x

C7H17NO as an isolated structure. Source: the OMol25 dataset; level of theory: ωB97M-V/def2-TZVPD.

Its LUMO energy is 0.681 eV.

```
! wB97M-V def2-TZVPD RIJCOSX def2/J DEFGRID3
* xyz 0 1
C 1.69 0.20 -0.23
C 0.26 -1.46 1.10
C 2.12 0.89 1.07
C 1.69 1.18 -1.41
C 0.35 -0.55 -0.13
O -0.03 -1.11 -1.26
H 2.41 -0.59 -0.46
H 1.16 -2.07 1.14
H 0.19 -0.88 2.02
H -0.61 -2.10 1.01
H 1.38 1.62 1.40
H 2.71 1.55 -1.59
H 3.06 1.43 0.91
H 2.29 0.18 1.88
H 1.08 2.06 -1.19
H 1.32 0.70 -2.30
C -2.45 0.03 0.26
C -2.67 -0.99 -0.79
N -0.96 0.66 0.14
H -0.78 1.29 0.92
H -0.94 1.19 -0.72
H -3.10 0.91 0.19
H -2.46 -0.37 1.28
H -3.17 -0.59 -1.67
H -3.17 -1.88 -0.42
H -1.38 -1.31 -1.14
*
```

Atom charges from the Löwdin analysis, given in e for atoms 1 to 2:
1 C -0.36
2 C -0.02



Ordering by calculated energy gives the sequence arrangement x, arrangement w, with the first entry being the most stable.



Arrangement w

A 2-piece molecular cluster, C7H17NO overall. Source: the OMol25 dataset; level of theory: ωB97M-V/def2-TZVPD.

Its LUMO energy is 0.874 eV.

```
! wB97M-V def2-TZVPD RIJCOSX def2/J DEFGRID3
* xyz 0 1
C 1.99 1.03 0.51
C 0.99 2.06 0.04
N -0.34 1.59 0.38
C -0.84 1.99 1.73
C -1.21 0.92 -0.41
C -1.04 0.91 -1.91
O -2.22 0.42 0.07
H 1.66 0.00 0.63
H 2.24 1.05 1.58
H 2.89 0.89 -0.08
H 1.15 3.06 0.53
H 0.98 2.40 -1.00
H -0.99 3.05 1.74
H -1.75 1.29 1.82
H -0.14 1.64 2.51
H 0.00 1.12 -2.19
H -1.69 1.72 -2.27
H -1.40 -0.01 -2.39
C 0.66 -2.87 0.12
C -0.65 -3.39 -0.45
H 0.93 -3.55 0.92
H 1.39 -2.77 -0.70
H 0.61 -1.90 0.64
H -0.63 -3.94 -1.40
H -1.16 -4.08 0.24
H -1.41 -2.62 -0.66
*
```

Atom charges from the Löwdin analysis, given in e for atoms 1 to 2:
1 C -0.08
2 C -0.22



Arrangement x

A 2-piece molecular cluster, C7H17NO overall. Source: the OMol25 dataset; level of theory: ωB97M-V/def2-TZVPD.

Its LUMO energy is 0.782 eV.

```
! wB97M-V def2-TZVPD RIJCOSX def2/J DEFGRID3
* xyz 0 1
C -0.73 -0.11 2.06
C -0.51 0.62 0.80
N -1.73 1.12 0.08
C -2.91 1.53 1.02
C -1.39 2.10 -0.95
C -0.49 1.75 -2.08
O -1.86 3.19 -0.61
H -1.27 0.28 3.05
H 0.15 -0.66 2.36
H -1.33 -1.08 1.77
H 0.04 1.51 1.18
H 0.04 0.01 0.12
H -2.43 2.21 1.79
H -3.41 2.22 0.33
H -3.49 0.58 1.30
H 0.30 1.13 -1.64
H -0.94 1.42 -3.00
H 0.18 2.65 -2.29
C 2.35 -3.28 -0.68
C 3.07 -1.92 -0.66
H 2.29 -3.47 0.42
H 1.30 -3.05 -1.07
H 2.90 -3.94 -1.26
H 4.15 -2.01 -0.61
H 2.77 -1.34 0.21
H 2.93 -1.45 -1.62
*
```

Atom charges from the Löwdin analysis, given in e for atoms 1 to 2:
1 C -0.15
2 C -0.29



Ordering by calculated energy gives the sequence arrangement w, arrangement x, with the first entry being the most stable.